This record from OMol25 describes a 6-piece molecular cluster, C2H14O4S2 overall. The level of theory is ωB97M-V with the def2-TZVPD basis set.

Element x y z (Å)
C: -0.518 0.361 -0.977
C: -0.023 -0.334 0.323
S: -1.464 -0.504 1.448
S: 2.474 -0.493 -1.464
H: -1.552 0.556 -0.926
H: -0.399 -0.184 -1.842
H: -0.010 1.274 -1.185
H: 0.697 0.234 0.923
H: 0.439 -1.247 -0.078
H: 3.829 -0.490 -1.048
H: 2.123 1.362 -0.823
H: 3.022 2.603 -0.711
O: 2.063 2.336 -0.667
H: 1.885 -3.843 0.650
H: 2.067 -2.370 0.397
O: 1.784 -3.011 1.059
H: -2.057 2.926 2.489
H: -1.788 1.773 1.534
O: -1.824 2.747 1.580
H: -2.819 -1.084 0.044
H: -4.369 -1.499 -0.118
O: -3.559 -1.114 -0.607

Summary:
2S+1: 1
HOMO energy (eV): -9.01
ΔE to the lowest compared entry with this formula, charge and spin (eV): 6.457